# 1
Molecular formula: C14H37N3O5V
Method: DFT, the ωB97M-V functional and the def2-TZVPD basis

```
60
Properties=species:S:1:pos:R:3:forces:R:3:mulliken_charge:R:1
V -25.529 -14.856 -10.575 -2.374 1.118 -0.786 0.7855
O -27.504 -15.704 -10.893 1.124 1.071 -0.354 -0.7322
C -28.458 -14.671 -11.142 1.371 -0.726 1.681 -0.5333
C -27.920 -13.196 -11.068 1.768 0.577 -1.265 -0.6782
O -26.503 -12.934 -10.863 -0.404 -1.969 0.591 -0.7639
H -29.163 -14.730 -10.312 -0.726 -0.064 0.015 0.2231
H -28.993 -14.890 -12.066 -0.125 0.316 -0.358 0.3173
H -28.500 -12.602 -10.361 -0.228 -0.068 0.364 0.3409
H -28.086 -12.747 -12.047 -0.606 0.190 -0.334 0.2473
C -25.821 -15.988 -14.553 0.376 -1.692 -0.449 -1.8514
C -25.141 -16.362 -13.220 -1.008 -1.544 -0.521 0.6047
C -23.912 -17.258 -13.357 0.115 1.044 -0.956 -1.2157
O -23.086 -17.218 -12.206 -0.303 -0.434 -0.150 0.0878
C -21.935 -18.022 -12.316 0.179 -0.376 0.316 -0.9837
N -24.828 -15.111 -12.576 0.152 0.292 -0.998 0.5034
H -26.019 -16.902 -15.111 0.032 -0.127 -0.271 0.4353
H -25.157 -15.381 -15.169 0.046 0.183 -0.060 0.4992
H -26.802 -15.523 -14.462 0.240 0.239 0.557 0.3342
H -25.860 -17.018 -12.729 -0.406 0.760 0.859 0.1863
H -23.347 -16.813 -14.176 0.470 -0.324 -0.500 0.3937
H -24.249 -18.260 -13.622 0.273 -0.268 0.041 0.5328
H -22.145 -19.077 -12.491 -0.471 -0.214 0.112 0.3308
H -21.413 -17.951 -11.361 0.085 0.084 -0.080 0.2760
H -21.249 -17.772 -13.125 -0.032 0.639 -0.168 0.2823
H -25.092 -14.524 -13.355 -0.656 1.425 0.815 0.3429
H -23.830 -14.983 -12.669 0.535 -0.153 0.783 0.0566
C -24.694 -18.343 -8.049 0.687 0.409 0.798 -1.6595
C -25.300 -17.097 -8.683 -2.350 -0.660 -1.042 0.1902
C -25.329 -15.822 -7.852 1.656 -2.533 1.184 -0.9887
O -25.771 -14.717 -8.503 -1.797 1.583 1.085 0.1924
C -25.975 -13.600 -7.622 -0.902 0.527 0.030 -1.0103
N -24.741 -16.773 -9.994 1.367 -1.186 0.482 -0.1741
H -25.201 -18.755 -7.177 -0.493 0.377 -0.011 0.4287
H -23.705 -18.098 -7.663 0.440 -0.182 -0.185 0.4068
H -24.633 -19.181 -8.742 0.099 0.245 -0.270 0.3706
H -26.301 -17.406 -8.982 -0.591 0.489 0.501 0.3948
H -24.281 -15.657 -7.602 0.598 0.102 0.544 0.3301
H -25.838 -16.093 -6.928 -0.373 0.517 0.192 0.5708
H -25.076 -13.086 -7.281 0.540 -0.248 -0.445 0.3022
H -26.503 -13.845 -6.700 -0.004 -0.823 0.004 0.3479
H -26.639 -12.868 -8.082 0.366 -0.198 -0.668 0.2478
H -23.753 -16.933 -9.859 0.956 0.876 -0.171 0.1137
H -24.861 -17.584 -10.583 -0.861 -0.063 -0.542 0.2788
C -23.197 -11.738 -9.842 -0.094 1.042 1.165 -1.8040
C -23.232 -12.908 -10.720 0.634 0.697 -2.049 0.9271
C -21.937 -13.198 -11.467 -0.337 0.265 0.400 -1.3685
O -22.172 -14.361 -12.278 0.436 0.846 0.512 -0.3380
C -21.352 -14.360 -13.393 1.272 -0.072 -1.023 -1.0443
N -23.594 -14.073 -9.966 1.007 -0.731 0.488 -0.1050
H -22.940 -10.826 -10.381 0.302 0.020 0.264 0.4387
H -22.567 -11.964 -8.981 0.579 0.528 0.072 0.4439
H -24.188 -11.584 -9.415 -0.216 -0.004 -0.196 0.3570
H -23.947 -12.600 -11.483 -0.594 -0.851 -0.138 -0.0954
H -21.116 -13.388 -10.776 0.206 -0.309 0.277 0.3202
H -21.623 -12.305 -12.006 -0.160 -0.118 -0.660 0.4705
H -21.517 -13.479 -14.013 -0.187 0.068 -0.188 0.3582
H -21.433 -15.257 -14.007 -0.744 -0.099 0.169 0.2564
H -20.289 -14.363 -13.153 0.262 0.212 0.462 0.3550
H -23.286 -13.859 -9.028 -0.958 0.356 0.921 0.3126
H -22.826 -14.711 -10.119 -0.170 -1.060 -0.847 0.1515
```
Positions in Å, forces in eV/Å.

Output
HOMO-LUMO gap (alpha / beta) = 5.2 / 6.1 eV
total charge = 0
energy = -2039.96966 hartree
LUMO (alpha / beta) = 0.17 / 0.15 eV
multiplicity = 4
relative energy (zero: lowest compared OMol25 entry of this formula, charge and spin) = 56.9 kcal per mole



# 2
Molecular formula: C29H72BrF15N6O21S5
Method: DFT, the ωB97M-V functional and the def2-TZVPD basis

```
149
Properties=species:S:1:pos:R:3:forces:R:3:mulliken_charge:R:1
C 25.028 -3.036 -19.615 -0.135 1.113 0.122 -1.5545
C 23.828 -3.897 -19.942 -0.929 0.787 0.264 1.1939
C 22.458 -3.655 -19.179 0.577 -0.030 0.620 -0.7959
O 21.330 -4.070 -19.869 2.310 -2.334 -2.423 -0.3599
C 20.075 -3.951 -19.263 -0.846 2.363 0.511 -0.6974
N 23.536 -3.702 -21.417 1.410 -0.977 0.380 -0.1698
H 23.343 -2.755 -21.710 -1.132 0.403 0.295 0.3219
H 24.387 -3.884 -21.930 0.368 -0.431 -0.324 0.3485
H 22.861 -4.417 -21.647 -1.086 0.231 -0.551 0.3184
H 24.940 -2.012 -19.979 -0.313 0.162 -0.063 0.4511
H 25.913 -3.422 -20.121 0.166 -0.218 0.215 0.3903
H 25.218 -2.910 -18.549 -0.022 -0.435 -0.001 0.3839
H 24.211 -4.908 -19.800 -0.927 -0.326 -0.397 -0.5323
H 22.331 -2.601 -18.930 0.369 0.364 0.168 0.4625
H 22.603 -4.227 -18.262 -0.200 0.099 0.434 0.4105
H 19.898 -2.896 -19.469 -0.638 0.557 1.124 0.3628
H 20.110 -4.185 -18.199 -0.222 -0.054 -0.058 0.5159
H 19.209 -4.361 -19.783 0.696 -1.167 -0.247 -0.0621
C 11.727 -5.179 -15.712 -2.076 1.284 0.022 -1.1343
C 10.743 -5.059 -16.942 2.152 -0.674 -0.926 -0.2132
C 10.033 -6.359 -17.423 0.602 -0.675 1.960 0.2145
O 9.215 -6.258 -18.510 -0.950 1.919 -1.100 -0.5002
C 8.336 -7.380 -18.678 -0.137 -0.446 1.064 -0.5043
N 9.719 -3.924 -17.001 0.084 -0.640 -0.243 -0.0363
H 9.929 -2.951 -16.833 0.864 0.115 0.544 0.3242
H 9.498 -3.960 -17.985 -0.888 -0.213 -0.637 0.3861
H 8.887 -4.140 -16.470 -0.453 -0.307 0.184 0.3613
H 11.206 -5.305 -14.763 -0.164 -1.381 -0.100 0.3517
H 12.105 -4.197 -15.428 0.677 0.337 -0.907 0.4036
H 12.535 -5.871 -15.948 -0.323 -0.105 0.291 0.1909
H 11.431 -4.838 -17.758 -0.097 0.537 -0.263 0.2249
H 9.502 -6.698 -16.533 -0.403 -0.508 0.205 0.6179
H 10.783 -7.119 -17.642 0.572 0.002 0.491 -0.3404
H 7.915 -7.579 -17.692 -0.120 -0.228 0.217 0.3763
H 8.897 -8.267 -18.971 -0.080 0.144 -0.334 0.0398
H 7.483 -7.181 -19.327 0.690 0.331 -0.414 0.2928
C 26.604 -9.369 -19.458 1.574 -1.176 1.285 -1.6310
C 25.630 -8.515 -20.169 -1.086 0.502 -0.073 0.5521
C 24.582 -7.824 -19.223 -0.227 0.377 -0.813 -1.0488
O 23.508 -7.131 -19.908 2.366 1.516 0.131 -0.4006
C 22.322 -7.852 -20.209 0.418 -2.537 0.624 -0.8290
N 26.357 -7.329 -20.919 -0.235 -0.178 0.038 -0.2741
H 26.980 -6.753 -20.370 -0.013 0.162 0.914 0.3790
H 26.932 -7.543 -21.721 0.198 -1.035 -0.400 0.3768
H 25.630 -6.744 -21.306 -0.611 0.374 0.124 0.2374
H 27.254 -9.977 -20.087 0.091 0.418 -0.337 0.4109
H 26.256 -10.122 -18.751 -1.395 -0.144 -0.505 0.4324
H 27.213 -8.898 -18.686 0.377 0.976 -0.478 0.3880
H 25.195 -9.027 -21.027 -0.355 -0.137 0.270 0.3254
H 25.212 -7.134 -18.663 -0.245 0.920 -0.117 0.3982
H 24.234 -8.420 -18.379 -0.302 -0.821 -0.581 0.6236
H 22.010 -7.904 -21.252 0.303 0.874 -0.109 0.3698
H 21.482 -7.626 -19.551 0.215 0.253 -0.005 0.2595
H 22.693 -8.858 -20.012 -1.142 -0.660 0.081 0.4094
C 13.942 -6.996 -18.556 1.835 -0.331 0.755 -0.1193
C 15.097 -6.281 -19.401 -1.424 0.073 -0.996 0.9096
C 16.518 -6.865 -19.392 -1.221 -1.507 -0.282 -0.3575
O 17.381 -6.158 -20.241 0.209 0.381 -0.322 0.2113
C 18.479 -6.940 -20.776 -0.575 0.915 0.727 -0.8741
N 14.620 -6.188 -20.888 -0.254 0.954 1.658 0.5002
H 14.430 -7.031 -21.412 0.528 -1.204 -0.123 -0.3538
H 13.783 -5.631 -20.981 -0.714 0.000 0.371 0.4782
H 15.247 -5.610 -21.430 1.545 0.232 -1.089 -0.0797
H 14.073 -8.076 -18.483 0.116 -0.134 -0.786 -0.8468
H 12.881 -6.853 -18.758 0.255 0.484 -0.826 0.3749
H 14.050 -6.789 -17.491 0.250 0.613 0.089 0.4641
H 15.266 -5.252 -19.085 -0.677 0.293 -0.108 -0.5354
H 16.340 -7.873 -19.768 0.555 -0.473 0.020 -0.0450
H 16.848 -6.915 -18.354 0.227 0.029 0.143 0.2897
H 19.179 -7.053 -19.948 0.068 -0.887 0.231 0.3349
H 19.044 -6.337 -21.487 -0.625 0.252 -0.352 0.2363
H 18.104 -7.846 -21.254 0.162 -0.144 0.159 0.2582
C 15.562 0.865 -16.585 -0.377 1.467 -2.302 -1.2217
C 14.918 0.301 -17.948 -0.393 -1.101 3.577 0.2876
C 15.961 -0.079 -19.007 -1.031 -0.597 -1.605 -0.6944
O 15.417 -1.135 -19.812 -0.256 0.679 0.286 -0.4601
C 16.112 -2.361 -19.718 -0.088 -0.447 -0.054 -0.1925
N 14.119 -0.972 -17.484 1.029 -0.958 -1.489 -0.0859
H 13.423 -0.849 -16.762 0.499 0.321 0.668 0.3572
H 13.619 -1.317 -18.291 -0.124 -0.027 -0.672 0.4584
H 14.782 -1.711 -17.300 0.564 -0.885 1.446 0.0024
H 16.317 0.251 -16.094 -0.685 -0.589 0.016 0.2554
H 14.826 1.377 -15.965 -0.195 -0.836 0.400 0.4276
H 16.137 1.743 -16.879 0.269 0.113 -0.392 0.3979
H 13.929 0.671 -18.218 1.185 2.354 -1.038 0.3738
H 16.966 -0.330 -18.668 -0.253 -0.165 0.804 0.3494
H 16.116 0.708 -19.745 -0.202 0.650 0.456 0.4285
H 16.082 -2.706 -18.684 0.319 -0.317 0.157 0.0629
H 17.138 -2.270 -20.072 0.085 0.011 0.054 0.2761
H 15.609 -3.068 -20.378 0.087 0.049 -0.057 0.1215
C 15.420 -11.863 -18.687 0.216 -1.366 -0.511 -1.6810
C 14.185 -11.291 -18.023 1.398 0.124 1.087 2.3082
C 12.946 -12.210 -18.211 0.038 2.751 0.642 -0.7456
O 11.827 -11.454 -17.761 -0.394 -1.957 0.467 -0.3265
C 11.172 -10.556 -18.613 0.549 0.210 -0.482 -0.3966
N 14.488 -11.100 -16.500 0.135 -0.269 -0.760 0.4233
H 15.263 -10.470 -16.350 1.312 0.168 -0.443 0.3431
H 13.837 -10.660 -15.866 -1.855 -0.035 -0.096 -0.0956
H 14.762 -11.963 -16.053 0.106 -0.437 -0.028 0.4522
H 16.393 -11.373 -18.659 -0.311 0.454 0.704 0.2515
H 15.260 -11.965 -19.760 -0.420 0.217 -0.059 0.2696
H 15.544 -12.892 -18.349 0.310 -0.194 0.197 0.4639
H 14.165 -10.264 -18.386 -1.168 -0.123 -0.140 -1.2987
H 12.955 -13.065 -17.535 0.430 -0.152 -0.203 0.2014
H 12.968 -12.503 -19.261 -0.541 -0.099 -0.105 0.4299
H 10.116 -10.469 -18.358 0.187 0.008 0.486 0.2481
H 11.184 -10.882 -19.653 0.305 0.122 -0.211 0.5228
H 11.714 -9.625 -18.447 -0.470 0.592 -0.614 -0.0665
C 17.209 -4.742 -15.146 -0.662 1.666 0.636 0.4545
F 17.605 -5.178 -16.304 0.089 -0.410 -2.253 -0.1376
F 16.143 -5.415 -14.757 -1.667 0.079 -0.326 -0.2127
F 18.115 -5.079 -14.293 2.144 0.216 1.684 -0.2367
S 17.007 -2.812 -15.230 0.873 -0.839 2.943 1.0595
O 15.773 -2.632 -15.986 -0.869 0.196 -0.359 -0.7257
O 17.015 -2.373 -13.823 -0.868 -0.674 -1.828 -0.6816
O 18.186 -2.384 -15.926 0.627 0.127 -1.095 -0.6891
C 11.014 -7.693 -21.723 -3.223 1.036 -3.867 0.2445
F 10.753 -7.519 -20.469 0.028 0.533 2.346 -0.0192
F 11.389 -6.480 -22.287 -0.776 0.196 0.756 -0.3207
F 12.037 -8.404 -21.908 2.922 -2.556 0.267 -0.1354
S 9.478 -8.514 -22.661 -0.523 1.706 -1.858 1.1427
O 8.260 -7.926 -22.103 0.876 0.271 0.414 -0.6607
O 9.720 -8.122 -24.061 0.133 -0.388 1.697 -0.6704
O 9.606 -9.913 -22.374 0.675 -0.654 0.512 -0.6459
C 19.458 -8.815 -16.510 -2.304 -0.469 0.849 0.4014
F 20.751 -8.889 -16.107 -1.086 0.479 -0.612 -0.2453
F 18.935 -7.535 -16.224 1.451 -2.145 -0.725 -0.1726
F 19.383 -9.024 -17.845 0.589 0.732 0.461 -0.1764
S 18.350 -10.205 -15.621 1.381 -0.398 2.687 1.0161
O 18.864 -11.496 -16.065 -0.343 1.124 -0.841 -0.7074
O 18.755 -9.934 -14.229 -0.838 0.300 -1.639 -0.6965
O 16.934 -9.959 -15.928 1.309 0.490 -0.340 -0.7116
C 14.726 -10.473 -23.812 -0.511 2.114 0.156 0.3931
F 14.747 -11.815 -23.767 -0.252 1.019 -0.330 -0.1988
F 15.481 -9.983 -24.819 0.244 -1.224 0.553 -0.2059
F 13.490 -9.966 -24.118 0.883 -1.349 1.027 -0.1876
S 15.484 -9.674 -22.190 2.798 3.315 -0.485 1.2353
O 15.875 -8.289 -22.697 -1.707 -2.518 0.987 -0.7475
O 14.580 -9.579 -21.031 0.103 -0.741 -1.226 -0.3751
O 16.722 -10.438 -21.973 -1.516 -0.414 -0.073 -0.7559
C 11.362 -8.381 -13.483 0.362 -2.938 -1.876 0.4089
F 10.198 -7.730 -13.636 0.913 0.780 1.073 -0.2070
F 12.461 -7.632 -13.365 -0.833 0.839 1.158 -0.2094
F 11.252 -9.287 -12.448 0.083 2.146 -1.038 -0.2119
S 11.638 -9.384 -15.082 -2.647 -3.704 0.886 1.2139
O 10.236 -9.630 -15.494 1.846 1.238 -0.019 -0.7430
O 12.534 -8.775 -16.045 -0.071 1.352 0.012 -0.5461
O 12.231 -10.588 -14.486 0.537 0.679 -0.484 -0.8245
Br 16.323 -4.416 -23.292 -0.022 0.216 0.544 -0.8266
```
Positions in Å, forces in eV/Å.

Output
HOMO-LUMO gap = 2.6 eV
total charge = 0
energy = -9119.17322 hartree
LUMO = -3.81 eV
relative energy (zero: lowest compared OMol25 entry of this formula, charge and spin) = 217.6 kcal per mole